Arrangement A

The following is a quantum chemistry calculation of a 2-piece molecular cluster, C4H12N3 overall, from OMol25.

- Charge: +1
- E_LUMO: -2.869 eV
- Highest occupied orbital energy: -13.92 eV

Last column: Löwdin charge in e.
Positions of all 19 atoms, in Å:
N1 0.914 -1.761 -1.924  0.118
C1 0.164 -0.838 -2.571  -0.301
N2 -0.733 -0.111 -2.013  0.050
H1 1.023 -1.689 -0.924  0.081
H2 1.747 -2.051 -2.405  0.107
H3 0.311 -0.832 -3.648  0.137
H4 -1.183 0.447 -2.727  0.075
C2 1.164 0.245 1.308  -0.037
C3 -0.237 0.708 1.530  -0.360
C4 -0.641 1.647 2.361  0.109
N3 -1.213 0.035 0.648  0.177
H5 1.833 0.861 1.898  0.093
H6 1.323 -0.802 1.554  0.091
H7 1.460 0.415 0.271  0.082
H8 -1.670 1.941 2.530  0.085
H9 0.134 2.159 2.914  0.088
H10 -0.963 0.130 -0.415  0.081
H11 -2.131 0.458 0.769  0.157
H12 -1.304 -0.962 0.845  0.166



Arrangement B

The following is a quantum chemistry calculation of an isolated ion of composition C4H12N3 and charge +1, from OMol25.

- Charge: +1
- E_LUMO: -3.586 eV
- Highest occupied orbital energy: -12.56 eV
- SMILES string: NCC/C(N)=C/[NH3+]

Last column: Löwdin charge in e.
Positions of all 19 atoms, in Å:
C1 0.062 -1.139 1.676  -0.211
C2 -0.789 -0.960 0.323  -0.139
C3 -0.262 0.077 -0.496  -0.364
C4 -1.046 0.911 -1.279  -0.090
N1 -0.675 2.369 -1.232  0.130
N2 1.112 0.325 -0.480  0.114
N3 1.341 -1.765 1.189  -0.030
H1 -0.478 -1.692 2.411  0.090
H2 0.255 -0.085 2.238  0.160
H3 -1.838 -0.686 0.624  0.136
H4 -0.741 -2.023 -0.001  0.140
H5 -2.132 0.671 -1.339  0.121
H6 0.339 2.475 -1.589  0.182
H7 -1.423 2.911 -1.781  0.194
H8 -0.661 2.778 -0.242  0.188
H9 1.626 -0.295 0.201  0.078
H10 1.595 0.555 -1.357  0.123
H11 2.035 -1.615 1.836  0.039
H12 1.181 -2.823 1.318  0.139



Arrangement C

The following is a quantum chemistry calculation of a 2-piece molecular cluster, C4H12N3 overall, from OMol25.

- Charge: +1
- E_LUMO: -2.825 eV
- Highest occupied orbital energy: -12.52 eV

Last column: Löwdin charge in e.
Positions of all 19 atoms, in Å:
C1 -0.858 -0.597 1.809  -0.193
C2 -1.169 -1.250 0.642  -0.098
N1 -0.147 -1.264 -0.452  0.102
N2 -1.784 -0.427 2.852  0.042
H1 0.113 -0.168 1.964  0.112
H2 -2.156 -1.745 0.521  0.124
H3 -0.047 -0.181 -0.963  0.071
H4 0.736 -1.472 -0.015  0.133
H5 -0.296 -1.907 -1.182  0.123
H6 -2.511 -1.191 2.842  0.121
H7 -1.276 -0.507 3.744  0.102
C3 2.487 1.546 -1.260  0.036
C4 1.460 1.107 -2.020  -0.206
N3 0.087 1.065 -1.562  0.046
H8 2.307 1.828 -0.226  0.063
H9 3.531 1.419 -1.573  0.075
H10 1.651 0.528 -2.920  0.112
H11 -0.609 1.202 -2.255  0.117
H12 -0.051 1.733 -0.827  0.118



Arrangement D

The following is a quantum chemistry calculation of a 2-piece molecular cluster, C4H12N3 overall, from OMol25.

- Charge: +1
- E_LUMO: -3.516 eV
- Highest occupied orbital energy: -13.34 eV

Last column: Löwdin charge in e.
Positions of all 19 atoms, in Å:
C1 -1.801 -0.824 1.213  -0.273
C2 1.201 0.950 -1.577  -0.061
C3 2.107 1.524 0.630  -0.094
C4 1.087 1.599 -0.401  -0.198
N1 -2.305 -1.992 1.495  0.150
N2 -1.160 -0.306 0.243  0.015
N3 -0.794 -0.988 -0.975  0.093
H1 -1.863 -0.072 1.981  0.144
H2 1.872 0.239 -1.950  0.056
H3 -0.040 -0.259 -1.205  0.061
H4 0.637 1.203 -2.535  0.104
H5 2.073 2.328 1.488  0.131
H6 3.053 1.831 0.177  0.094
H7 2.314 0.626 1.045  0.036
H8 0.449 2.377 -0.233  0.082
H9 -2.538 -2.283 2.403  0.101
H10 -1.526 -1.140 -1.844  0.246
H11 -0.387 -1.930 -0.892  0.157
H12 -2.380 -2.884 0.936  0.156



Most stable: arrangement A. Least stable: arrangement D.



Arrangement A

The following is a quantum chemistry calculation of an isolated ion of composition C4H12N3 and charge +1, from OMol25.

- Charge: +1
- E_LUMO: -3.531 eV
- Highest occupied orbital energy: -11.77 eV
- SMILES string: NCC/C(N)=C/[NH3+]

Last column: Löwdin charge in e.
Positions of all 19 atoms, in Å:
C1 0.097 2.019 0.373  -0.316
C2 -0.091 0.486 0.911  -0.122
C3 -0.073 -0.716 0.045  -0.352
C4 -0.110 -0.750 -1.320  -0.059
N1 0.150 -1.981 -2.135  0.216
N2 -0.064 -1.921 0.732  0.105
N3 -0.058 2.834 1.462  -0.026
H1 -0.817 2.148 -0.381  0.139
H2 0.993 2.052 -0.099  0.078
H3 -1.251 0.521 1.256  0.183
H4 0.714 0.495 1.605  0.105
H5 -0.674 0.160 -1.805  0.161
H6 -0.154 -2.794 -1.591  0.161
H7 -0.292 -2.032 -2.983  0.126
H8 1.138 -2.113 -2.298  0.168
H9 0.598 -2.708 0.607  0.127
H10 -0.184 -1.808 1.697  0.079
H11 0.855 3.337 1.763  0.142
H12 -0.777 2.771 2.161  0.084



Arrangement B

The following is a quantum chemistry calculation of an isolated ion of composition C4H12N3 and charge +1, from OMol25.

- Charge: +1
- E_LUMO: -3.138 eV
- Highest occupied orbital energy: -13.73 eV
- SMILES string: C[C@@H](N)C/[NH+]=C\N

Last column: Löwdin charge in e.
Positions of all 19 atoms, in Å:
C1 1.322 1.248 1.619  -0.125
C2 -1.512 -1.597 -0.962  -0.056
C3 -0.757 0.327 0.550  -0.109
C4 -0.323 -0.792 -0.440  -0.427
N1 0.369 -0.172 -1.561  0.014
N2 1.943 1.453 0.492  0.208
N3 0.145 0.652 1.666  0.063
H1 1.758 1.538 2.568  0.165
H2 -2.010 -2.172 -0.190  0.083
H3 -1.148 -2.293 -1.716  0.087
H4 -2.237 -0.936 -1.438  0.090
H5 -0.930 1.237 -0.036  0.138
H6 -1.708 0.032 0.994  0.131
H7 0.381 -1.461 0.066  0.147
H8 1.530 1.089 -0.382  0.098
H9 2.831 1.930 0.480  0.140
H10 -0.279 0.297 -2.183  0.095
H11 0.876 -0.857 -2.107  0.096
H12 -0.251 0.476 2.581  0.162



Most stable: arrangement B. Least stable: arrangement A.



Arrangement A

The following is a quantum chemistry calculation of an isolated ion of composition C4H12N3 and charge +1, from OMol25.

- Charge: +1
- E_LUMO: -3.284 eV
- Highest occupied orbital energy: -13.28 eV
- SMILES string: N/C=[NH+]\CCCN

Last column: Löwdin charge in e.
Positions of all 19 atoms, in Å:
C1 1.120 1.419 -1.099  -0.250
C2 0.764 1.635 0.352  -0.152
C3 -0.106 0.583 1.107  -0.109
N1 -2.333 -1.611 0.527  0.189
C4 -1.033 -1.628 0.313  -0.138
N2 -0.162 -0.669 0.335  0.061
N3 1.698 0.093 -1.435  -0.007
H1 1.732 2.261 -1.448  0.120
H2 0.306 1.548 -1.808  0.115
H3 0.086 2.460 0.310  0.105
H4 1.626 1.887 0.950  0.113
H5 -1.132 0.941 1.096  0.111
H6 0.166 0.543 2.160  0.132
H7 -2.809 -2.495 0.616  0.133
H8 -2.917 -0.813 0.729  0.135
H9 -0.727 -2.490 -0.241  0.159
H10 1.392 -0.259 -2.323  0.081
H11 0.748 -0.914 -0.054  0.118
H12 2.689 0.101 -1.265  0.086



Arrangement B

The following is a quantum chemistry calculation of a 2-piece molecular cluster, C4H12N3 overall, from OMol25.

- Charge: +1
- E_LUMO: -4.261 eV
- Highest occupied orbital energy: -12.68 eV

Last column: Löwdin charge in e.
Positions of all 19 atoms, in Å:
C1 -1.838 0.918 0.751  0.108
C2 -1.198 -0.096 0.125  -0.340
C3 0.840 -0.771 -1.281  -0.007
C4 0.198 0.147 -0.317  -0.284
N1 1.585 -0.227 1.405  0.129
N2 0.526 1.411 -0.520  0.175
N3 -1.778 -1.260 -0.298  0.125
H1 -1.452 1.853 0.974  0.031
H2 -2.848 0.997 1.197  0.099
H3 1.842 -0.514 -1.320  0.071
H4 0.642 -0.549 -2.381  0.153
H5 0.574 -1.757 -1.063  0.067
H6 2.368 0.373 1.389  0.065
H7 1.245 0.082 2.294  0.075
H8 0.045 2.195 -0.051  0.139
H9 1.198 1.727 -1.158  0.121
H10 -2.616 -1.348 -0.860  0.132
H11 1.815 -1.181 1.565  0.073
H12 -1.148 -1.999 -0.450  0.067



Most stable: arrangement A. Least stable: arrangement B.



Arrangement A

The following is a quantum chemistry calculation of C4H9NO2S as an isolated structure, from OMol25.

- Charge: 0
- E_LUMO: -0.810 eV
- Highest occupied orbital energy: -9.30 eV

Last column: Löwdin charge in e.
Positions of all 17 atoms, in Å:
C1 -1.509 1.505 -1.087  -0.159
C2 -1.457 0.481 0.130  -0.804
C3 -0.437 0.954 1.235  -0.158
C4 1.317 -0.661 0.426  -0.262
H1 -2.146 2.615 -0.763  0.165
H2 -2.302 0.983 -1.901  0.111
H3 -0.505 1.443 -1.567  0.058
H4 -2.513 0.816 0.457  0.080
H5 -1.185 -1.617 1.446  0.101
H6 -0.565 2.102 1.063  0.125
H7 -0.539 0.667 2.418  0.162
H8 0.660 -1.643 0.567  0.100
H9 2.508 1.051 -0.785  0.141
N1 2.301 -0.918 -0.262  -0.022
O1 1.057 0.740 0.786  -0.158
O2 3.056 0.158 -0.753  -0.092
S1 -1.870 -1.303 -0.224  0.612



Arrangement B

The following is a quantum chemistry calculation of a single C4H9NO2S molecule, from OMol25.

- Charge: 0
- E_LUMO: 0.722 eV
- Highest occupied orbital energy: -8.74 eV
- SMILES string: O=C[C@H](CS)NCO

Last column: Löwdin charge in e.
Positions of all 17 atoms, in Å:
O1 -2.026 -0.353 -1.526  0.036
C1 -0.846 -0.366 -1.298  -0.169
C2 -0.292 -0.316 0.209  -0.358
C3 -1.519 -0.175 1.136  -0.501
S1 -1.522 -1.465 2.442  0.694
N1 0.613 0.819 0.258  -0.026
C4 1.957 0.609 -0.203  -0.265
O2 2.061 0.715 -1.630  -0.059
H1 -0.149 -0.257 -2.137  0.112
H2 0.211 -1.238 0.477  0.109
H3 -1.547 0.862 1.464  0.081
H4 -2.428 -0.382 0.587  0.048
H5 -2.376 -2.328 1.844  -0.139
H6 0.204 1.705 -0.032  0.134
H7 2.591 1.351 0.289  0.121
H8 2.270 -0.404 0.041  0.121
H9 2.797 1.221 -1.919  0.060



Arrangement C

The following is a quantum chemistry calculation of a single C4H9NO2S molecule, from OMol25.

- Charge: 0
- E_LUMO: 0.724 eV
- Highest occupied orbital energy: -8.91 eV
- SMILES string: CO[C@@](C)(S)C(N)=O

Last column: Löwdin charge in e.
Positions of all 17 atoms, in Å:
C1 -0.417 -0.651 1.228  -0.493
C2 -0.786 1.716 0.273  -0.066
C3 1.178 -1.079 -1.246  -0.092
C4 -0.447 0.280 -0.234  -0.787
N1 0.782 -0.400 1.861  0.173
O1 -1.435 -1.241 1.494  0.052
O2 0.750 0.284 -0.904  -0.237
S1 -1.763 -0.413 -1.357  0.796
H1 -1.859 1.770 0.208  0.048
H2 -0.543 1.991 1.373  0.108
H3 -0.193 2.346 -0.470  0.108
H4 2.230 -0.945 -1.341  0.067
H5 0.740 -1.486 -2.296  0.110
H6 0.742 -1.853 -0.442  0.128
H7 1.236 0.389 1.472  0.087
H8 0.800 -0.592 2.837  0.105
H9 -1.014 -0.116 -2.457  -0.106



Arrangement D

The following is a quantum chemistry calculation of a 2-piece molecular cluster, C4H9NO2S overall, from OMol25.

- Charge: 0
- E_LUMO: -3.214 eV
- Highest occupied orbital energy: -7.86 eV

Last column: Löwdin charge in e.
Positions of all 17 atoms, in Å:
O1 1.612 -0.032 -1.285  0.140
C1 0.543 -0.032 -0.718  -0.628
N1 0.300 0.677 0.402  0.126
C2 1.241 0.420 1.505  -0.194
O2 2.602 0.382 1.139  -0.021
C3 -0.444 -1.221 -1.027  0.028
C4 -0.759 0.021 -1.722  0.078
S1 -2.735 -0.027 0.820  0.189
H1 -0.721 0.656 0.664  -0.021
H2 1.020 -0.539 1.981  0.136
H3 1.179 1.216 2.234  0.129
H4 2.666 0.224 0.211  0.037
H5 -1.102 -1.484 -0.207  0.044
H6 0.177 -1.996 -1.427  0.133
H7 -1.579 0.540 -1.207  0.027
H8 -0.485 0.285 -2.729  0.131
H9 -3.515 0.909 1.366  -0.333



Most stable: arrangement B. Least stable: arrangement A.



Arrangement A

The following is a quantum chemistry calculation of a single C4H9NO2S molecule, from OMol25.

- Charge: 0
- E_LUMO: 0.651 eV
- Highest occupied orbital energy: -9.13 eV
- SMILES string: O=CN[C@H](CO)CS

Last column: Löwdin charge in e.
Positions of all 17 atoms, in Å:
O1 0.101 -2.366 -1.694  0.024
C1 -0.667 -1.461 -1.936  -0.355
N1 -0.659 -0.272 -1.280  0.043
C2 0.175 -0.028 -0.100  -0.375
C3 0.809 1.349 -0.269  -0.516
S1 2.177 1.636 0.901  0.730
C4 -0.721 -0.130 1.149  -0.193
O2 0.026 -0.411 2.345  -0.095
H1 -1.434 -1.502 -2.723  0.130
H2 -1.411 0.381 -1.439  0.140
H3 0.955 -0.768 -0.083  0.131
H4 1.253 1.363 -1.263  0.076
H5 0.054 2.132 -0.205  0.076
H6 1.458 1.400 2.000  -0.151
H7 -1.465 -0.895 1.009  0.118
H8 -1.122 0.843 1.345  0.116
H9 0.470 -1.270 2.242  0.102



Arrangement B

The following is a quantum chemistry calculation of a single C4H9NO2S molecule, from OMol25.

- Charge: 0
- E_LUMO: 0.708 eV
- Highest occupied orbital energy: -9.34 eV
- SMILES string: CC(=O)N=S(C)(C)=O

Last column: Löwdin charge in e.
Positions of all 17 atoms, in Å:
C1 -0.017 1.237 -0.855  -0.545
C2 0.187 2.666 -1.279  0.000
C3 -1.428 -1.045 0.992  -0.115
C4 1.463 -1.494 0.450  -0.093
N1 0.352 1.080 0.591  -0.177
O1 -0.212 0.256 -1.485  0.033
O2 0.466 -0.078 2.650  -0.364
S1 0.271 -0.316 1.223  0.736
H1 -0.890 3.021 -1.557  0.129
H2 0.624 2.809 -2.277  0.093
H3 0.606 3.101 -0.513  0.004
H4 -2.088 -0.405 1.487  0.034
H5 -1.721 -0.942 -0.045  0.049
H6 -1.445 -2.062 1.495  0.091
H7 1.312 -1.546 -0.573  0.037
H8 2.458 -1.301 0.712  0.057
H9 1.229 -2.388 0.909  0.031



Most stable: arrangement A. Least stable: arrangement B.



Arrangement A

The following is a quantum chemistry calculation of an isolated ion of composition C4H3N2 and charge +1, from OMol25.

- Charge: +1
- E_LUMO: -6.036 eV
- Highest occupied orbital energy: -14.55 eV
- SMILES string: C=N/C=C1\C#[N+]1

Last column: Löwdin charge in e.
Positions of all 9 atoms, in Å:
C1 -0.292 -1.496 0.330  -0.199
C2 -1.177 -2.589 0.430  0.122
C3 0.045 2.050 -0.115  0.242
C4 0.364 -0.398 -0.372  0.036
N1 -0.283 -2.310 1.361  0.213
N2 0.213 0.827 -0.377  0.119
H1 0.660 2.424 0.583  0.096
H2 -0.658 2.506 -0.819  0.150
H3 1.129 -1.014 -1.022  0.222



Arrangement B

The following is a quantum chemistry calculation of C4H3N2 as an isolated structure, from OMol25.

- Charge: +1
- E_LUMO: -7.429 eV
- Highest occupied orbital energy: -16.92 eV

Last column: Löwdin charge in e.
Positions of all 9 atoms, in Å:
C1 -2.849 0.454 -0.014  0.003
C2 -1.501 -0.960 0.019  0.128
C3 -0.913 0.391 0.032  -0.265
C4 0.370 0.774 0.001  0.278
N1 -2.923 -0.823 -0.012  0.222
N2 -2.010 1.345 0.008  0.242
H1 -1.041 -1.937 0.023  0.148
H2 0.651 1.820 -0.056  0.122
H3 1.155 0.025 0.030  0.120



Most stable: arrangement B. Least stable: arrangement A.